# 1
Entry from the Open Molecules 2025 dataset: a 9-piece molecular cluster, C31H56Br4O19S5 overall (ωB97M-V/def2-TZVPD).

Each line ends with the Löwdin charge.
Element x y z (Å)
1 O 5.5278 3.5902 0.6174  0.11
2 C 5.5505 3.2451 -0.5465  -0.45
3 C 4.9058 2.0894 -1.0703  0.03
4 C 5.0810 1.6233 -2.3857  0.07
5 C 5.9473 2.3529 -3.3138  -0.40
6 O 6.2200 1.9381 -4.4339  0.10
7 C 6.4557 3.6608 -2.8269  0.05
8 C 6.2164 4.0621 -1.5371  0.02
9 H 4.3369 1.4931 -0.3723  0.08
10 H 4.6239 0.6849 -2.6627  0.11
11 H 6.9670 4.2308 -3.5885  0.12
12 H 6.4899 5.0193 -1.1184  0.12
13 O -3.8403 2.9738 2.8609  0.16
14 C -4.1650 1.8559 2.7469  -0.50
15 C -3.8893 0.8183 3.7692  0.05
16 C -4.3798 -0.4902 3.7924  0.04
17 C -5.3344 -0.9554 2.7996  -0.39
18 O -6.0199 -1.9706 2.7243  0.10
19 C -5.6138 0.1056 1.7616  0.05
20 C -5.1452 1.3892 1.8385  -0.01
21 H -3.1000 1.0996 4.4505  0.11
22 H -4.0202 -1.1567 4.5623  0.11
23 H -6.3330 -0.1513 0.9980  0.11
24 H -5.4975 2.1138 1.1193  0.12
25 C 2.8378 -2.4719 4.9560  -0.10
26 C 1.8141 -3.2194 4.1046  -0.25
27 O 2.0701 -3.0398 2.6785  -0.32
28 S 3.1932 -4.1278 1.9537  0.69
29 C 1.9262 -5.4659 1.6570  -0.08
30 O 3.5223 -3.6180 0.6326  -0.31
31 O 4.0968 -4.6995 2.9419  -0.30
32 H 3.2532 -1.5840 4.4792  -0.01
33 H 3.7979 -2.9834 5.0237  0.07
34 H 2.3891 -2.2119 5.9147  0.08
35 H 1.8209 -4.2808 4.3525  0.11
36 H 0.8407 -2.7891 4.3401  0.11
37 H 2.4883 -6.0584 0.9351  0.07
38 H 1.0303 -4.9311 1.3418  0.05
39 H 1.8205 -5.9641 2.6207  0.06
40 C 1.6573 -1.2680 -0.9588  -0.05
41 C 1.1174 -0.8251 0.3891  -0.34
42 O 0.1406 0.1388 0.1876  -0.25
43 S -1.1080 0.2761 1.3157  0.74
44 C -0.5159 1.7636 2.2270  -0.11
45 O -2.3006 0.7741 0.5967  -0.31
46 O -1.0740 -0.8847 2.2662  -0.33
47 H 0.9148 -1.7143 -1.6203  0.05
48 H 2.4190 -2.0324 -0.8052  0.06
49 H 2.1666 -0.4263 -1.4281  0.07
50 H 0.7016 -1.7415 0.8079  0.10
51 H 1.9017 -0.4115 1.0231  0.01
52 H -1.2601 1.8744 3.0156  0.05
53 H -0.6088 2.6126 1.5497  0.06
54 H 0.5370 1.7703 2.5089  0.02
55 C -4.5684 -4.0958 -1.0838  -0.07
56 C -3.4099 -3.7389 -0.1616  -0.30
57 O -2.4631 -4.7644 0.2361  -0.34
58 S -2.4472 -5.3633 1.7705  0.68
59 C -2.0555 -3.7574 2.7091  -0.08
60 O -3.8061 -5.8945 2.0189  -0.30
61 O -1.2648 -6.1311 2.0168  -0.30
62 H -5.3869 -3.4201 -1.3321  0.09
63 H -5.1720 -4.8137 -0.5286  0.07
64 H -4.1626 -4.7060 -1.8907  0.07
65 H -2.8515 -3.0115 -0.7509  0.09
66 H -3.8462 -3.1170 0.6201  0.11
67 H -1.5998 -3.0695 1.9969  0.03
68 H -1.3551 -4.0067 3.5062  0.06
69 H -2.9837 -3.2911 3.0393  0.05
70 C -4.1088 1.7300 -2.5885  -0.06
71 C -3.2504 2.1634 -3.7783  -0.35
72 O -3.1911 1.1085 -4.6247  -0.27
73 S -2.7764 1.2911 -6.2772  0.77
74 C -4.4849 1.1087 -7.0585  -0.10
75 O -2.2932 2.6695 -6.5656  -0.32
76 O -2.0376 0.0674 -6.7529  -0.35
77 H -5.1612 1.5256 -2.7858  0.08
78 H -4.1740 2.5376 -1.8594  0.07
79 H -3.5486 0.9910 -2.0156  0.07
80 H -3.7370 3.0524 -4.1797  0.12
81 H -2.2243 2.4171 -3.5123  0.12
82 H -5.2043 1.7596 -6.5617  0.06
83 H -4.9332 0.1154 -7.0372  0.07
84 H -4.3901 1.4682 -8.0832  0.06
85 C 0.6184 3.8738 -1.4123  -0.06
86 C 1.9948 4.5812 -1.2782  -0.27
87 O 2.7323 4.3601 -0.0902  -0.29
88 S 2.3620 5.3239 1.2967  0.73
89 C 3.2013 6.9017 0.8220  -0.09
90 O 0.8947 5.4761 1.3938  -0.31
91 O 3.1099 4.7844 2.4463  -0.31
92 H 0.6961 2.7973 -1.5644  0.07
93 H 0.2581 4.1229 -2.4104  0.07
94 H -0.1829 4.2567 -0.7801  0.07
95 H 2.6222 4.2246 -2.0950  0.12
96 H 1.8569 5.6554 -1.4018  0.10
97 H 4.1860 6.5738 0.4888  0.06
98 H 3.2245 7.6797 1.5851  0.08
99 H 2.7318 7.2011 -0.1150  0.05
100 Br 1.5382 0.9881 5.1113  0.65
101 C 3.4329 1.2903 4.6404  -0.66
102 C 3.9150 1.4933 3.2493  -0.59
103 Br 4.0211 -0.1963 2.2007  0.76
104 H 4.0637 0.5379 5.1138  0.06
105 H 3.6778 2.1561 5.2556  0.06
106 H 4.9286 1.8838 3.3405  0.07
107 H 3.4395 2.2036 2.5729  0.04
108 Br -0.6426 -4.3813 -2.2761  0.68
109 C -1.1832 -3.3376 -3.8992  -0.59
110 C -1.0802 -4.3016 -5.1160  -0.67
111 Br -2.0190 -3.6778 -6.7745  0.57
112 H -0.4700 -2.5214 -4.0149  0.05
113 H -2.1711 -2.9213 -3.7021  0.05
114 H -1.3974 -5.3355 -4.9803  0.03
115 H -0.0456 -4.6003 -5.2846  0.05

Values from the calculation:
Molar mass, u: 1212.72
LUMO, eV: -2.07
SMILES: O=C1C=CC(=O)C=C1.O=C1C=CC(=O)C=C1.CCOS(C)(=O)=O.CCOS(C)(=O)=O.CCOS(C)(=O)=O.CCOS(C)(=O)=O.CCOS(C)(=O)=O.BrCCBr.BrCCBr
Maximum force, eV/Å: 5.3
Charge: 0
Electronic energy, a.u.: -14931.01998


# 2
Entry from the Open Molecules 2025 dataset: C23H39O2SiY as an isolated structure (ωB97M-V/def2-TZVPD).

Each line ends with the natural charge from an NBO analysis.
Element x y z (Å)
1 O -0.5751 0.8617 -0.7927  -0.62
2 C 0.4919 0.7628 -1.8570  -0.05
3 C -0.1912 1.8341 -2.6707  -0.46
4 H 0.4298 -0.2717 -2.1989  0.23
5 H 1.4918 1.0151 -1.4871  0.20
6 C -1.2949 1.8206 -1.6072  0.30
7 H -0.6568 1.5226 -3.5936  0.23
8 H 0.3089 2.8151 -2.7613  0.21
9 C -2.5146 1.2108 -2.2405  -0.64
10 H -2.2509 0.2283 -2.6672  0.23
11 H -2.7535 1.8599 -3.0960  0.21
12 H -3.3943 1.1436 -1.5860  0.23
13 C -1.4079 3.2066 -1.0497  -0.63
14 H -0.4145 3.6273 -0.8712  0.22
15 H -2.0137 3.3022 -0.1507  0.23
16 H -1.8753 3.7996 -1.8461  0.22
17 Y -0.1127 0.2849 1.4124  1.87
18 C 0.5528 2.1808 3.1065  -0.35
19 C 1.6767 1.3153 3.0819  -0.35
20 C 2.2798 1.3959 1.7885  -0.37
21 H 2.0497 0.7436 3.9328  0.24
22 C 1.5304 2.3387 1.0153  -0.38
23 C 0.4618 2.8274 1.8363  -0.38
24 H -0.2191 3.6322 1.5764  0.23
25 H -0.0701 2.3883 3.9794  0.24
26 H 3.1854 0.8830 1.4614  0.24
27 H 1.8087 2.7267 0.0363  0.22
28 C -1.9707 0.1446 3.2500  -0.35
29 C -2.2967 1.3537 2.5783  -0.33
30 C -2.7369 1.0333 1.2633  -0.36
31 H -2.2837 2.3573 3.0059  0.23
32 C -2.6803 -0.3906 1.1128  -0.39
33 C -2.2273 -0.9382 2.3486  -0.36
34 H -2.1206 -2.0019 2.5667  0.24
35 H -1.6504 0.0626 4.2900  0.24
36 H -3.1681 1.7298 0.5564  0.22
37 H -2.9954 -0.9487 0.2331  0.23
38 O -0.0409 -0.6213 -4.1239  -0.56
39 C -0.3952 0.2777 -5.2103  -0.08
40 C 0.0507 -0.2736 -6.5510  -0.43
41 H 0.1582 1.2308 -5.1060  0.17
42 H -1.4768 0.5014 -5.1941  0.19
43 C 1.0464 -1.3738 -6.1636  -0.44
44 H 0.5634 0.4985 -7.1343  0.22
45 H -0.8310 -0.6803 -7.0538  0.21
46 C 0.9065 -1.5765 -4.6487  -0.07
47 H 2.0713 -1.0260 -6.3139  0.21
48 H 0.8366 -2.2939 -6.6994  0.22
49 H 1.8545 -1.4329 -4.1037  0.17
50 H 0.5218 -2.5698 -4.3847  0.19
51 C -0.0553 -2.2661 4.7480  -1.11
52 Si 1.3182 -2.5152 3.4812  1.69
53 C 2.8446 -1.7485 4.2813  -1.11
54 C 1.6322 -4.3666 3.3727  -1.11
55 C 0.9150 -1.7751 1.8330  -1.58
56 H 0.1795 -2.8553 5.6458  0.23
57 H -1.0333 -2.6023 4.3886  0.23
58 H -0.1661 -1.2227 5.0633  0.22
59 H 3.2961 -2.4775 4.9686  0.23
60 H 3.6050 -1.4724 3.5431  0.23
61 H 2.6151 -0.8540 4.8717  0.22
62 H 0.7565 -4.8925 2.9749  0.23
63 H 2.4792 -4.5886 2.7127  0.23
64 H 1.8531 -4.7572 4.3756  0.22
65 H 1.8449 -1.6726 1.2290  0.23
66 H 0.2571 -2.4508 1.2414  0.23

Values from the calculation:
Molar mass, u: 464.56
LUMO, eV: 0.31
Maximum force, eV/Å: 2.4
Charge: 0
Electronic energy, a.u.: -1378.06237
Energy relative to the best compared isomer or geometry (same formula, charge and spin), kJ/mol: 0.0


# 3
Entry from the Open Molecules 2025 dataset: one molecule with the formula C17H27ClN2O3S2 (ωB97M-V/def2-TZVPD).

Each line ends with the natural charge from an NBO analysis.
Element x y z (Å)
1 C -3.6850 -1.4520 -1.7105  -0.62
2 C -2.6974 -2.3777 -1.0171  -0.52
3 S -2.9359 -2.2853 0.7770  0.20
4 C -1.6897 -3.5113 1.3046  -0.42
5 C -2.2335 -4.9297 1.2757  -0.61
6 C -1.2253 -3.1407 2.7149  0.67
7 O -1.6500 -3.7507 3.6805  -0.62
8 N -0.3075 -2.1426 2.8581  -0.44
9 C 0.1470 -1.8542 4.2101  -0.41
10 C 0.1275 -1.2329 1.8161  -0.24
11 C -0.4011 0.1852 2.0278  -0.07
12 O -0.0037 1.0456 0.9796  -0.55
13 C -0.7323 0.8667 -0.2309  -0.09
14 C 0.1732 0.4054 -1.3638  -0.24
15 N 1.3657 1.2277 -1.5017  -0.42
16 C 2.5761 0.7668 -0.8475  -0.41
17 C 1.2278 2.4017 -2.1630  0.68
18 O 0.1472 2.7825 -2.5914  -0.63
19 C 2.4404 3.2583 -2.3534  -0.21
20 C 2.5313 4.5806 -1.8066  0.00
21 C 1.4738 5.1774 -0.9298  -0.64
22 C 3.6796 5.2002 -2.1855  -0.42
23 S 4.6526 4.2309 -3.2150  0.47
24 C 3.5123 2.9551 -3.1305  -0.23
25 Cl 3.7779 1.4897 -3.9847  0.05
26 H -3.5486 -1.4954 -2.7912  0.22
27 H -4.7117 -1.7401 -1.4845  0.22
28 H -3.5481 -0.4169 -1.3942  0.21
29 H -2.8422 -3.4075 -1.3449  0.21
30 H -1.6687 -2.0896 -1.2520  0.20
31 H -0.8506 -3.4230 0.6118  0.22
32 H -1.4535 -5.6423 1.5486  0.22
33 H -3.0498 -5.0332 1.9858  0.24
34 H -2.5949 -5.1747 0.2767  0.21
35 H 0.2572 -2.7836 4.7620  0.23
36 H 1.1093 -1.3457 4.1530  0.20
37 H -0.5584 -1.2221 4.7544  0.20
38 H 1.2222 -1.2082 1.7883  0.19
39 H -0.2171 -1.5888 0.8490  0.21
40 H -1.4924 0.1511 2.1191  0.18
41 H 0.0057 0.6122 2.9452  0.19
42 H -1.5453 0.1474 -0.0899  0.18
43 H -1.1665 1.8307 -0.5018  0.21
44 H 0.5105 -0.6204 -1.1939  0.19
45 H -0.3906 0.4374 -2.2973  0.23
46 H 3.3506 1.5249 -0.9140  0.22
47 H 2.3692 0.5736 0.2047  0.21
48 H 2.9430 -0.1482 -1.3189  0.20
49 H 1.2861 4.5457 -0.0591  0.22
50 H 1.7737 6.1639 -0.5798  0.22
51 H 0.5339 5.2639 -1.4747  0.24
52 H 4.0058 6.1920 -1.9154  0.24

Values from the calculation:
Molar mass, u: 407.00
LUMO, eV: 0.54
SMILES: CCS[C@H](C)C(=O)N(C)CCOCCN(C)C(=O)c1c(C)csc1Cl
Maximum force, eV/Å: 0.2
Charge: 0
Electronic energy, a.u.: -2255.78793
Energy relative to the best compared isomer or geometry (same formula, charge and spin), kJ/mol: 12.4


# 4
Entry from the Open Molecules 2025 dataset: a 11-piece molecular cluster, H22O11 overall (ωB97M-V/def2-TZVPD).

Each line ends with the natural charge from an NBO analysis.
Element x y z (Å)
1 O 0.2228 0.6108 -4.0063  -0.95
2 H 1.1393 0.3645 -3.8809  0.47
3 H -0.0347 1.0087 -3.1747  0.48
4 O -0.4958 0.3624 0.3905  -0.99
5 H 0.1283 0.2124 1.1006  0.49
6 H -0.0026 0.8607 -0.2612  0.50
7 O 0.0980 2.6622 -1.1594  -1.00
8 H 0.5451 3.4184 -1.5397  0.49
9 H -0.7286 3.0136 -0.8284  0.51
10 O -1.9688 -1.8982 -0.5208  -0.96
11 H -1.8386 -1.3513 -1.2955  0.49
12 H -2.5115 -2.6243 -0.8281  0.48
13 O 3.1366 2.9133 -1.2767  -0.94
14 H 2.2437 2.5879 -1.1624  0.48
15 H 3.6367 2.1477 -1.5595  0.46
16 O -2.1439 2.7606 0.6819  -0.97
17 H -1.6356 1.9742 0.8806  0.49
18 H -2.8232 2.4611 0.0777  0.47
19 O 0.0419 -3.0169 0.7403  -0.99
20 H -0.7438 -3.4924 1.0100  0.49
21 H -0.2877 -2.2850 0.2188  0.51
22 O 2.4478 0.1038 -0.9006  -0.97
23 H 3.3939 0.0472 -1.0347  0.46
24 H 2.3205 -0.1390 0.0165  0.49
25 O -3.6744 -0.1098 1.1288  -0.96
26 H -3.5382 -0.2859 2.0597  0.47
27 H -2.9583 -0.5693 0.6903  0.49
28 O -0.3407 -2.3672 3.6045  -0.94
29 H 0.0024 -1.8593 2.8692  0.47
30 H 0.2877 -3.0803 3.7175  0.47
31 O 1.9046 -1.1325 1.5519  -0.98
32 H 1.3698 -1.8696 1.2571  0.50
33 H 2.8072 -1.4282 1.4330  0.48

Values from the calculation:
Molar mass, u: 198.17
LUMO, eV: -0.05
SMILES: O.O.O.O.O.O.O.O.O.O.O
Maximum force, eV/Å: 1.1
Charge: 0
Electronic energy, a.u.: -840.83683
Energy relative to the best compared isomer or geometry (same formula, charge and spin), kJ/mol: 113.7